C19H20Cl2N5O6S2V as an isolated structure in a non-equilibrium geometry, computed with the ωB97M-V functional and the def2-TZVPD basis.

Frontier orbital gap (alpha / beta): 7.22 / 7.87 eV
HOMO level (alpha / beta): -10.91 / -11.56 eV
Total charge: +1
2S+1: 4

Geometry as XYZ:
```
55
Properties=species:S:1:pos:R:3:mulliken_charge:R:1
V -0.20 -0.09 -0.13 0.691
Cl 0.32 -4.16 5.94 -0.190
C -0.02 -3.34 4.45 0.127
C -1.21 -3.61 3.78 -0.599
C -1.51 -2.98 2.59 0.508
Cl -3.00 -3.35 1.78 -0.228
C -0.63 -2.05 2.02 0.052
O -0.90 -1.48 0.86 -0.428
C 0.56 -1.79 2.72 0.757
C 1.52 -0.86 2.20 -0.249
O 1.40 -0.21 1.15 -0.660
C 0.87 -2.44 3.93 -0.994
H -1.91 -4.32 4.19 0.455
H 2.44 -0.72 2.77 0.375
H 1.80 -2.22 4.45 0.425
C 7.21 1.04 -0.71 -1.287
C 6.06 1.90 -0.18 -0.337
S 5.45 2.94 -1.46 1.220
O 6.53 3.76 -1.93 -0.709
O 4.70 2.11 -2.38 -0.591
C 4.29 4.00 -0.63 -0.676
C 3.04 4.30 -1.43 -1.121
N 2.16 3.14 -1.64 0.328
C 1.52 2.48 -0.66 0.776
N 0.87 1.41 -1.13 0.391
C 1.12 1.40 -2.50 -1.177
C 1.89 2.44 -2.80 0.162
N 2.35 2.80 -4.13 1.180
O 2.76 3.93 -4.31 -0.640
O 2.17 1.97 -4.98 -0.621
C 1.50 2.91 0.77 -1.830
H 7.54 0.36 0.08 0.378
H 8.05 1.65 -1.02 0.352
H 6.88 0.44 -1.56 0.344
H 6.39 2.56 0.63 0.405
H 5.21 1.31 0.16 0.253
H 4.83 4.93 -0.46 0.502
H 4.07 3.54 0.34 0.397
H 3.28 4.68 -2.41 0.398
H 2.47 5.07 -0.91 0.520
H 0.68 0.67 -3.16 0.778
H 1.58 3.99 0.86 0.471
H 2.31 2.45 1.33 0.210
H 0.56 2.60 1.23 0.388
S -2.19 0.37 -1.31 -0.338
C -1.74 -1.10 -2.05 0.517
N -2.28 -2.26 -1.58 -0.014
C -2.16 -3.45 -2.18 0.025
C -1.43 -3.54 -3.33 -0.762
C -0.81 -2.35 -3.75 -0.013
N -0.94 -1.18 -3.15 -0.351
H -2.77 -2.19 -0.69 0.150
H -2.64 -4.29 -1.70 0.427
H -1.31 -4.47 -3.86 0.411
H -0.17 -2.36 -4.62 0.445
```

---

An isolated molecule of C19H20ClFN2O3S in a non-equilibrium geometry, computed with the ωB97M-V functional and the def2-TZVPD basis.

Frontier orbital gap: 9.68 eV
HOMO level: -9.24 eV
Structure (SMILES): O=C(NCc1cccc(Cl)c1)C1CCN(S(=O)(=O)c2ccc(F)cc2)CC1
2S+1: 1

Geometry as XYZ:
```
47
Properties=species:S:1:pos:R:3:mulliken_charge:R:1
O 3.52 -0.37 2.15 -0.698
C 2.51 -0.89 1.72 0.031
N 1.29 -0.63 2.21 0.051
C 1.07 0.47 3.14 -1.601
C 0.55 1.66 2.37 0.752
C 1.42 2.42 1.61 -0.359
C 0.95 3.46 0.83 -0.745
C -0.41 3.75 0.80 -0.408
C -1.27 2.98 1.56 0.206
Cl -2.97 3.33 1.52 -0.188
C -0.81 1.94 2.34 -0.456
C 2.59 -1.87 0.54 0.610
C 1.60 -3.05 0.56 -0.893
C 0.83 -3.15 -0.76 -0.959
N 0.16 -1.91 -1.10 0.107
S -1.33 -1.70 -0.37 1.309
O -1.20 -1.06 0.92 -0.700
O -2.03 -2.94 -0.43 -0.782
C -2.08 -0.53 -1.50 -0.387
C -2.43 -0.96 -2.76 -0.471
C -2.99 -0.07 -3.66 -0.728
C -3.18 1.24 -3.25 0.341
F -3.73 2.11 -4.12 -0.322
C -2.84 1.69 -1.99 -0.523
C -2.28 0.78 -1.10 0.428
C 0.99 -0.71 -1.07 -0.033
C 2.44 -1.04 -0.75 -1.486
H 0.44 -0.95 1.75 0.186
H 0.35 0.15 3.90 0.428
H 2.03 0.70 3.60 0.562
H 2.48 2.19 1.63 0.499
H 1.63 4.06 0.25 0.422
H -0.78 4.57 0.20 0.464
H -1.50 1.34 2.91 0.335
H 3.62 -2.25 0.56 0.590
H 0.88 -2.93 1.37 0.348
H 2.13 -3.98 0.73 0.372
H 1.49 -3.42 -1.58 0.389
H 0.04 -3.90 -0.68 0.539
H -2.27 -2.00 -3.02 0.443
H -3.28 -0.37 -4.65 0.449
H -3.02 2.71 -1.70 0.472
H -2.00 1.07 -0.10 0.126
H 0.92 -0.22 -2.05 0.300
H 0.59 -0.02 -0.32 0.035
H 2.88 -1.59 -1.59 0.379
H 3.00 -0.10 -0.64 0.562
```

---

An isolated molecule of C19H20ClN5O4S in a non-equilibrium geometry, computed with the ωB97M-V functional and the def2-TZVPD basis.

Frontier orbital gap: 7.97 eV
HOMO level: -8.35 eV
Structure (SMILES): Cc1ccc(NC(=S)NNC(=O)c2ccc(N3CCOCC3)c([N+](=O)[O-])c2)cc1Cl
2S+1: 1

Geometry as XYZ:
```
50
Properties=species:S:1:pos:R:3:mulliken_charge:R:1
C -8.33 -2.20 0.28 -1.579
C -7.33 -1.09 0.24 0.606
C -7.50 0.07 0.99 -0.708
C -6.58 1.10 0.96 -0.875
C -5.43 0.99 0.18 0.572
N -4.53 2.06 0.17 -0.103
C -3.19 2.07 -0.02 0.241
S -2.38 3.52 -0.10 -0.571
N -2.52 0.91 -0.18 -0.137
N -1.14 0.93 -0.23 -0.330
C -0.47 -0.16 0.24 0.327
O -1.08 -1.16 0.58 -0.748
C 1.01 -0.06 0.25 0.600
C 1.72 1.15 0.17 -1.148
C 3.09 1.16 0.17 -0.730
C 3.85 -0.03 0.26 1.414
N 5.20 -0.01 0.11 0.282
C 5.95 -1.08 -0.52 -0.617
C 6.75 -0.49 -1.70 -0.711
O 7.56 0.59 -1.32 -0.388
C 6.79 1.63 -0.75 -0.482
C 6.04 1.10 0.48 -0.866
C 3.12 -1.22 0.46 -0.153
N 3.74 -2.44 0.87 1.005
O 4.77 -2.36 1.52 -0.558
O 3.18 -3.49 0.61 -0.636
C 1.73 -1.23 0.42 -0.866
C -5.25 -0.15 -0.61 -0.461
C -6.19 -1.16 -0.56 0.358
Cl -5.93 -2.56 -1.54 -0.231
H -9.14 -1.97 0.96 0.373
H -7.85 -3.12 0.60 0.355
H -8.73 -2.38 -0.72 0.350
H -8.38 0.17 1.60 0.313
H -6.74 1.99 1.55 0.359
H -4.91 2.96 0.39 0.239
H -2.86 0.02 0.20 0.507
H -0.78 1.87 -0.33 0.191
H 1.20 2.09 0.09 0.317
H 3.60 2.10 0.06 0.331
H 5.28 -1.84 -0.92 0.435
H 6.63 -1.54 0.20 0.285
H 7.41 -1.24 -2.12 0.371
H 6.04 -0.16 -2.48 0.349
H 7.50 2.41 -0.47 0.360
H 6.08 2.02 -1.49 0.310
H 5.46 1.89 0.95 0.528
H 6.78 0.73 1.20 0.286
H 1.20 -2.16 0.56 0.575
H -4.42 -0.24 -1.28 0.659
```

---

An isolated molecule of C19H20ClNO2, computed with the ωB97M-V functional and the def2-TZVPD basis.

Frontier orbital gap: 9.14 eV
HOMO level: -8.72 eV
Structure (SMILES): COc1cccc(C(=O)[C@H]2CN(C)C[C@@H]2c2ccc(Cl)cc2)c1
2S+1: 1

Geometry as XYZ:
```
43
Properties=species:S:1:pos:R:3:mulliken_charge:R:1
C -1.50 -2.53 -6.64 -0.868
O -1.30 -1.51 -5.69 -0.407
C -0.99 -1.86 -4.41 0.650
C -0.83 -3.16 -3.95 -0.446
C -0.51 -3.38 -2.62 -1.053
C -0.33 -2.33 -1.74 -0.215
C -0.48 -1.02 -2.20 0.568
C -0.31 0.17 -1.32 -0.120
O -0.87 1.22 -1.58 -0.638
C 0.59 0.00 -0.11 0.059
C 2.00 -0.44 -0.51 -0.964
N 2.75 0.79 -0.56 -0.053
C 4.17 0.62 -0.65 -1.121
C 2.31 1.56 0.59 -1.185
C 0.79 1.34 0.64 0.071
C 0.24 1.34 2.03 0.143
C 0.64 0.37 2.96 -0.108
C 0.14 0.37 4.25 -0.972
C -0.77 1.35 4.62 0.380
Cl -1.40 1.36 6.23 -0.222
C -1.18 2.32 3.72 -0.815
C -0.67 2.30 2.43 -0.393
C -0.82 -0.80 -3.52 -0.620
H -0.59 -3.13 -6.78 0.351
H -1.74 -2.03 -7.57 0.247
H -2.33 -3.19 -6.35 0.349
H -0.96 -4.00 -4.61 0.409
H -0.40 -4.40 -2.27 0.375
H -0.09 -2.54 -0.71 0.385
H 0.11 -0.74 0.54 0.644
H 2.41 -1.13 0.26 0.279
H 2.04 -0.95 -1.47 0.685
H 4.65 1.60 -0.71 0.308
H 4.41 0.06 -1.56 0.337
H 4.59 0.07 0.21 0.412
H 2.78 1.19 1.52 0.398
H 2.58 2.61 0.47 0.418
H 0.30 2.12 0.06 0.646
H 1.35 -0.39 2.67 0.365
H 0.45 -0.38 4.96 0.400
H -1.89 3.07 4.02 0.411
H -1.00 3.05 1.73 0.414
H -0.95 0.21 -3.88 0.494
```

---

An isolated molecule of C19H20ClNO6, computed with the ωB97M-V functional and the def2-TZVPD basis.

Frontier orbital gap: 8.65 eV
HOMO level: -8.01 eV
Structure (SMILES): COc1cc(C(=O)NCC(=O)OCc2ccccc2Cl)cc(OC)c1OC
2S+1: 1

Geometry as XYZ:
```
47
Properties=species:S:1:pos:R:3:mulliken_charge:R:1
C 1.81 3.28 0.10 -0.934
O 3.09 2.70 0.04 -0.470
C 3.20 1.33 0.11 1.141
C 2.10 0.49 0.18 -1.063
C 2.25 -0.89 0.24 -0.350
C 1.09 -1.81 0.34 0.394
O 1.15 -2.89 0.91 -0.683
N -0.04 -1.40 -0.30 -0.187
C -1.30 -2.06 -0.09 -0.948
C -2.33 -1.06 0.40 0.801
O -2.15 0.13 0.44 -0.609
O -3.45 -1.67 0.78 -0.338
C -4.52 -0.85 1.24 -0.964
C -5.40 -0.35 0.13 0.430
C -5.26 -0.78 -1.18 -0.281
C -6.08 -0.30 -2.18 -0.736
C -7.07 0.63 -1.88 -0.360
C -7.23 1.07 -0.58 -0.557
C -6.40 0.58 0.41 0.432
Cl -6.63 1.13 2.04 -0.226
C 3.52 -1.44 0.26 -0.779
C 4.64 -0.63 0.19 0.833
O 5.92 -1.07 0.19 -0.414
C 6.15 -2.45 0.30 -0.922
C 4.49 0.78 0.11 0.620
O 5.68 1.44 0.04 -0.462
C 5.76 2.84 0.17 -0.779
H 1.98 4.35 0.06 0.249
H 1.29 3.03 1.03 0.360
H 1.19 2.98 -0.75 0.354
H 1.11 0.92 0.22 0.648
H -0.09 -0.47 -0.67 0.245
H -1.15 -2.85 0.65 0.435
H -1.67 -2.52 -1.01 0.279
H -5.09 -1.47 1.93 0.452
H -4.10 0.01 1.78 0.501
H -4.50 -1.51 -1.41 0.414
H -5.96 -0.65 -3.20 0.380
H -7.71 1.01 -2.66 0.371
H -8.00 1.78 -0.33 0.418
H 3.60 -2.51 0.33 0.509
H 7.23 -2.57 0.29 0.225
H 5.72 -2.99 -0.55 0.368
H 5.74 -2.86 1.23 0.371
H 6.83 3.06 0.17 0.280
H 5.32 3.18 1.11 0.308
H 5.28 3.35 -0.66 0.245
```

---

C19H20CsF3N6O10 as an isolated structure, computed with the ωB97M-V functional and the def2-TZVPD basis.

Frontier orbital gap: 6.53 eV
HOMO level: -2.94 eV
Total charge: -2
2S+1: 1

Geometry as XYZ:
```
59
Properties=species:S:1:pos:R:3:mulliken_charge:R:1
Cs 0.16 -0.42 0.80 1.115
O 2.78 1.10 1.36 -0.773
C 2.11 1.43 2.37 -0.321
O 1.66 0.66 3.25 -0.708
C 1.75 2.90 2.48 0.927
C 2.47 3.77 3.24 -0.420
C 2.12 5.14 3.29 -0.383
C 1.06 5.62 2.56 -0.307
C 0.34 4.75 1.76 -0.366
C 0.59 3.33 1.70 0.422
O -0.12 2.50 1.09 -0.666
N -0.74 5.33 0.99 0.888
O -1.28 6.36 1.41 -0.657
O -1.07 4.81 -0.06 -0.553
N 2.88 6.04 4.09 1.004
O 3.83 5.60 4.74 -0.682
O 2.57 7.23 4.11 -0.687
H 3.32 3.42 3.81 0.520
H 0.79 6.66 2.59 0.560
N 0.47 1.12 -1.85 -0.401
C -0.83 1.72 -2.14 -0.299
C -1.88 0.67 -2.49 -0.743
N -2.32 -0.08 -1.31 -0.210
H 1.08 1.79 -1.39 0.161
H 0.93 0.83 -2.71 0.168
H -0.78 2.45 -2.96 0.325
H -1.14 2.27 -1.24 0.138
H -1.46 -0.04 -3.20 0.294
H -2.71 1.17 -3.00 0.339
H -2.92 -0.85 -1.61 0.107
H -2.89 0.53 -0.74 0.212
C 4.34 -1.79 1.09 -0.669
C 3.59 -2.48 -0.01 0.684
O 3.97 -2.52 -1.17 -0.676
N 2.41 -3.04 0.36 -0.097
C 1.49 -3.60 -0.61 -0.821
C 0.11 -3.72 -0.01 -0.242
C -1.02 -3.56 -0.80 0.148
C -2.27 -3.62 -0.21 -0.148
C -2.35 -3.86 1.15 -0.577
C -1.17 -4.02 1.86 -0.398
N 0.04 -3.96 1.30 -0.378
H 3.91 -0.79 1.23 0.028
H 5.39 -1.69 0.80 0.307
H 4.26 -2.32 2.03 0.330
H 2.13 -3.07 1.33 0.343
H 1.84 -4.58 -0.96 0.259
H 1.45 -2.94 -1.48 0.356
H -0.95 -3.36 -1.87 0.505
H -3.15 -3.45 -0.82 0.299
H -3.30 -3.90 1.67 0.411
H -1.19 -4.20 2.93 0.372
F -4.12 -3.40 -5.74 -0.275
C -4.71 -3.16 -4.55 0.783
F -5.61 -2.18 -4.77 -0.275
F -5.42 -4.28 -4.26 -0.294
C -3.70 -2.83 -3.40 0.478
O -2.54 -3.24 -3.58 -0.671
O -4.22 -2.24 -2.44 -0.786
```

---

A 2-piece molecular cluster, C19H20N2 overall in a non-equilibrium geometry, computed with the ωB97M-V functional and the def2-TZVPD basis.

Frontier orbital gap: 8.55 eV
HOMO level: -7.74 eV
Structure (SMILES): CCc1c[nH]c2ccccc12.Cc1c[nH]c2ccccc12
2S+1: 1

Geometry as XYZ:
```
41
Properties=species:S:1:pos:R:3:mulliken_charge:R:1
C 2.64 2.29 1.72 -1.118
C 2.06 2.83 0.40 -0.429
C 0.81 2.25 -0.19 0.508
C 0.53 2.26 -1.54 -1.120
N -0.88 2.19 -1.68 -0.184
C -1.41 1.79 -0.46 -0.329
C -2.70 1.25 -0.21 -0.610
C -2.98 0.84 1.08 -0.397
C -2.00 0.88 2.08 -1.158
C -0.67 1.11 1.73 -0.084
C -0.39 1.71 0.49 1.169
H 2.15 1.58 2.37 0.309
H 3.02 3.13 2.30 0.316
H 3.57 1.73 1.51 0.271
H 1.75 3.85 0.66 0.311
H 2.85 2.73 -0.35 0.300
H 1.07 2.51 -2.43 0.413
H -1.34 1.67 -2.41 0.335
H -3.29 0.91 -1.05 0.335
H -3.84 0.21 1.26 0.403
H -2.18 0.83 3.14 0.418
H 0.17 0.89 2.36 0.336
C -2.47 -2.98 -0.05 -1.492
C -1.01 -2.68 0.22 0.868
C -0.36 -2.76 1.39 -0.907
N 1.00 -2.41 1.19 -0.087
C 1.13 -2.03 -0.11 -0.199
C 2.22 -1.37 -0.70 -0.779
C 1.99 -0.90 -1.98 -0.332
C 0.91 -1.29 -2.77 -0.993
C -0.20 -1.85 -2.15 -0.374
C -0.08 -2.25 -0.82 0.977
H -2.92 -2.48 -0.90 0.313
H -2.97 -2.68 0.87 0.370
H -2.63 -4.05 -0.15 0.325
H -0.77 -3.14 2.31 0.397
H 1.58 -2.04 1.91 0.271
H 3.05 -1.11 -0.04 0.411
H 2.81 -0.38 -2.50 0.418
H 0.96 -1.11 -3.83 0.399
H -1.16 -1.92 -2.66 0.419
```

---

An isolated molecule of C19H20N2O3S in a non-equilibrium geometry, computed with the ωB97M-V functional and the def2-TZVPD basis.

Frontier orbital gap: 9.27 eV
HOMO level: -8.80 eV
Structure (SMILES): CC(=O)c1nc(N2C(=O)C[C@@H](Cc3cc(C)cc(C)c3)C2=O)sc1C
2S+1: 1

Geometry as XYZ:
```
45
Properties=species:S:1:pos:R:3:mulliken_charge:R:1
C 1.83 2.64 -1.47 -0.995
C 3.01 2.09 -0.72 0.668
O 3.97 2.75 -0.39 -0.636
C 2.89 0.65 -0.41 -0.669
N 1.71 0.02 -0.71 -0.199
C 1.74 -1.21 -0.39 0.338
N 0.67 -2.07 -0.54 0.359
C 0.68 -3.37 -0.05 0.622
O 1.62 -3.87 0.50 -0.613
C -0.67 -3.98 -0.37 -1.252
C -1.55 -2.77 -0.66 0.559
C -2.21 -2.23 0.64 -1.733
C -2.24 -0.72 0.65 0.136
C -3.24 -0.03 -0.03 -0.566
C -3.22 1.35 -0.09 0.801
C -4.28 2.09 -0.85 -1.596
C -2.18 2.04 0.52 -0.670
C -1.18 1.37 1.21 0.458
C -0.07 2.11 1.89 -1.551
C -1.23 -0.02 1.27 0.128
C -0.56 -1.73 -1.14 -0.129
O -0.73 -0.81 -1.88 -0.543
S 3.24 -1.78 0.33 -0.247
C 3.84 -0.16 0.16 1.272
C 5.21 0.19 0.60 -1.436
H 1.92 3.72 -1.55 0.392
H 1.81 2.20 -2.46 0.337
H 0.91 2.36 -0.98 0.101
H -1.02 -4.61 0.44 0.401
H -0.55 -4.61 -1.26 0.356
H -2.31 -2.94 -1.42 0.710
H -3.22 -2.64 0.72 0.498
H -1.62 -2.57 1.49 0.423
H -4.03 -0.58 -0.52 0.436
H -4.38 3.11 -0.49 0.385
H -5.24 1.58 -0.76 0.404
H -4.02 2.12 -1.91 0.292
H -2.16 3.12 0.47 0.342
H -0.18 2.04 2.97 0.407
H 0.89 1.69 1.62 0.273
H -0.08 3.17 1.61 0.326
H -0.45 -0.55 1.80 0.389
H 5.32 0.02 1.67 0.328
H 5.40 1.24 0.38 0.357
H 5.95 -0.43 0.09 0.342
```

---

How do the records compare in E? In the order shown, they have -112158.9049; -55226.2157; -59022.9346; -38134.9507; -46324.6334; -58145.0217; -23006.4402; -39987.0505 eV.